# 1
Entry from the OMol25 dataset: a structure of composition C30H53BeCl2F8KN5O8P4S (the ωB97M-V functional and the def2-TZVPD basis).

Results
**Frontier orbital gap**: 2.91 eV
**Net charge**: +1
**LUMO energy**: -6.23 eV

Cartesian coordinates (Å):
1 C -3.69 4.03 -1.57
2 C -2.51 3.31 -2.22
3 P -1.79 1.95 -1.22
4 C -1.50 0.33 -2.06
5 C 0.05 0.02 -1.62
6 N -2.84 1.91 0.21
7 F -4.18 1.29 0.15
8 C -2.19 1.13 1.09
9 N -2.59 -0.05 0.80
10 P -2.21 -1.63 1.27
11 S -0.76 -2.09 0.17
12 N -1.31 1.43 2.07
13 C -0.13 2.07 1.56
14 C 1.00 1.37 1.60
15 C 2.10 1.87 1.10
16 C 2.13 3.09 0.57
17 C 1.00 3.80 0.52
18 C -0.10 3.28 1.01
19 P -2.04 2.27 3.45
20 C -3.64 1.40 3.80
21 C -2.55 3.98 3.03
22 H -3.70 5.06 -1.87
23 H -3.64 4.01 -0.49
24 H -4.64 3.60 -1.84
25 H -2.85 2.92 -3.16
26 H -1.73 4.03 -2.41
27 H -1.51 0.44 -3.13
28 H -2.22 -0.44 -1.80
29 H 0.67 0.04 -2.49
30 H 0.35 -0.93 -1.09
31 H 0.33 0.82 -0.97
32 H -3.31 -0.03 0.10
33 H -3.31 -2.38 0.83
34 H -2.17 -1.83 2.66
35 H 0.96 0.39 2.02
36 H 3.00 1.31 1.09
37 H 3.02 3.49 0.17
38 H 0.99 4.77 0.07
39 H -0.99 3.86 0.93
40 H -4.20 1.17 2.91
41 H -4.25 2.11 4.33
42 H -3.50 0.55 4.44
43 H -3.27 4.28 3.78
44 H -1.73 4.65 3.15
45 H -3.05 4.08 2.08
46 O 4.92 3.64 -0.51
47 C 5.85 3.12 -1.10
48 N 7.13 3.54 -0.93
49 C 5.62 1.97 -2.04
50 H 7.91 3.12 -1.40
51 H 7.29 4.31 -0.31
52 H 4.95 2.28 -2.83
53 H 5.16 1.15 -1.49
54 H 6.55 1.61 -2.48
55 C 0.16 -6.11 1.12
56 Cl 0.58 -7.42 2.24
57 Cl -1.14 -5.10 1.79
58 H 1.03 -5.49 0.96
59 H -0.18 -6.53 0.18
60 C 1.21 2.02 -4.59
61 C 2.74 2.12 -4.92
62 O 3.42 1.45 -3.99
63 H 0.99 2.47 -3.61
64 H 0.63 2.57 -5.34
65 H 0.87 0.99 -4.59
66 H 2.95 3.21 -5.02
67 H 2.83 1.76 -5.98
68 Be 2.20 -1.72 -0.70
69 F -0.10 -3.08 -1.92
70 C -4.08 -4.86 -0.46
71 C -4.44 -5.57 -1.60
72 C -5.75 -5.97 -1.77
73 C -6.69 -5.64 -0.82
74 C -6.35 -4.94 0.32
75 C -5.04 -4.54 0.49
76 N -8.09 -6.04 -1.01
77 O -8.36 -6.66 -2.00
78 O -8.88 -5.70 -0.17
79 H -3.05 -4.54 -0.33
80 H -3.70 -5.82 -2.34
81 H -6.03 -6.52 -2.66
82 H -7.09 -4.69 1.06
83 H -4.76 -3.99 1.38
84 C -2.31 -7.60 5.68
85 C -2.87 -8.14 4.39
86 O -2.87 -7.10 3.41
87 O -3.10 -6.48 6.12
88 H -2.32 -8.36 6.47
89 H -1.28 -7.25 5.55
90 H -3.90 -8.45 4.52
91 H -2.28 -8.98 4.03
92 H -1.96 -6.92 3.17
93 H -3.34 -6.00 5.31
94 F 7.32 -3.52 -1.46
95 P 5.69 -3.78 -1.74
96 F 4.82 -4.75 -2.81
97 F 6.10 -2.92 -3.11
98 F 5.49 -3.34 -0.12
99 F 6.00 -5.32 -1.12
100 F 4.27 -2.80 -1.80
101 K -3.26 -5.90 8.39
102 O 4.69 10.40 -1.52
103 C 4.99 9.30 -1.21
104 O 4.09 8.30 -1.05
105 C 4.75 7.11 -0.57
106 C 6.21 7.28 -0.97
107 C 6.39 8.80 -0.90
108 H 4.62 7.06 0.51
109 H 4.30 6.24 -1.02
110 H 6.90 6.73 -0.33
111 H 6.36 6.94 -1.99
112 H 6.67 9.13 0.11
113 H 7.11 9.16 -1.63

Atom charges from the Löwdin analysis, given in e for atoms 1 to 99: atom 1 (C): -0.137, atom 2 (C): -0.346, atom 3 (P): 1.138, atom 4 (C): -0.264, atom 5 (C): -0.237, atom 6 (N): -0.127, atom 7 (F): -0.098, atom 8 (C): -0.536, atom 9 (N): -0.091, atom 10 (P): 0.417, atom 11 (S): 0.364, atom 12 (N): -0.147, atom 13 (C): -0.356, atom 14 (C): -0.058, atom 15 (C): -0.079, atom 16 (C): -0.048, atom 17 (C): -0.056, atom 18 (C): -0.123, atom 19 (P): 0.980, atom 20 (C): -0.260, atom 21 (C): -0.268, atom 22 (H): 0.075, atom 23 (H): 0.037, atom 24 (H): 0.074, atom 25 (H): 0.078, atom 26 (H): 0.070, atom 27 (H): 0.075, atom 28 (H): 0.055, atom 29 (H): 0.043, atom 30 (H): -0.177, atom 31 (H): 0.008, atom 32 (H): 0.093, atom 33 (H): -0.025, atom 34 (H): -0.014, atom 35 (H): 0.118, atom 36 (H): 0.118, atom 37 (H): 0.079, atom 38 (H): 0.124, atom 39 (H): 0.098, atom 40 (H): 0.024, atom 41 (H): 0.036, atom 42 (H): 0.022, atom 43 (H): 0.041, atom 44 (H): 0.033, atom 45 (H): 0.026, atom 46 (O): -0.002, atom 47 (C): -0.566, atom 48 (N): 0.174, atom 49 (C): 0.005, atom 50 (H): 0.103, atom 51 (H): 0.095, atom 52 (H): 0.059, atom 53 (H): 0.087, atom 54 (H): 0.084, atom 55 (C): -0.930, atom 56 (Cl): 0.549, atom 57 (Cl): 0.543, atom 58 (H): 0.037, atom 59 (H): 0.045, atom 60 (C): -0.075, atom 61 (C): -0.405, atom 62 (O): -0.069, atom 63 (H): 0.057, atom 64 (H): 0.077, atom 65 (H): 0.061, atom 66 (H): 0.119, atom 67 (H): 0.113, atom 68 (Be): 0.962, atom 69 (F): -0.697, atom 70 (C): -0.086, atom 71 (C): -0.045, atom 72 (C): 0.008, atom 73 (C): -0.146, atom 74 (C): -0.010, atom 75 (C): -0.091, atom 76 (N): -0.370, atom 77 (O): 0.103, atom 78 (O): 0.082, atom 79 (H): 0.065, atom 80 (H): 0.118, atom 81 (H): 0.125, atom 82 (H): 0.118, atom 83 (H): 0.084, atom 84 (C): -0.214, atom 85 (C): -0.222, atom 86 (O): -0.109, atom 87 (O): -0.280, atom 88 (H): 0.126, atom 89 (H): 0.129, atom 90 (H): 0.133, atom 91 (H): 0.132, atom 92 (H): -0.027, atom 93 (H): 0.094, atom 94 (F): -0.219, atom 95 (P): 0.520, atom 96 (F): -0.219, atom 97 (F): -0.210, atom 98 (F): -0.252, atom 99 (F): -0.229

# 2
Entry from the OMol25 dataset: a structure of composition C30H53BrN4P2Sn (the ωB97M-V functional and the def2-TZVPD basis).

Results
**Frontier orbital gap (alpha / beta)**: 4.73 / 4.73 eV
**Net charge**: +2
**ΔE to the lowest compared entry with this formula, charge and spin**: 308.2 kJ/mol
**LUMO energy (alpha / beta)**: -7.32 / -7.32 eV

Cartesian coordinates (Å):
1 N -6.71 4.93 -5.28
2 C -6.38 5.47 -4.11
3 C -5.40 4.91 -3.29
4 C -4.63 3.83 -3.77
5 C -5.10 3.19 -4.93
6 C -6.07 3.83 -5.70
7 C -3.47 3.33 -3.08
8 Sn 1.38 1.53 -0.05
9 P 4.67 -0.69 -0.11
10 C -2.86 2.15 -3.43
11 C -2.18 1.27 -2.53
12 C -1.00 0.61 -2.96
13 C -0.12 0.10 -1.98
14 C -0.57 -0.04 -0.62
15 C -1.47 1.01 -0.25
16 C -2.48 1.37 -1.14
17 Br 0.51 -1.22 1.34
18 H -3.03 3.95 -2.30
19 H -2.87 1.88 -4.48
20 H -5.20 5.33 -2.30
21 H -4.69 2.26 -5.27
22 H -6.89 6.38 -3.82
23 H -6.31 3.42 -6.69
24 H -0.74 0.68 -4.03
25 H -3.40 1.91 -0.81
26 H 0.92 -0.03 -2.27
27 H -1.28 1.69 0.58
28 P -0.42 -2.55 -0.28
29 C 4.56 1.09 0.06
30 C 5.80 2.01 -0.24
31 H 4.23 1.32 1.09
32 H 3.83 1.50 -0.69
33 H 5.58 3.08 -0.01
34 H 6.70 1.68 0.30
35 H 5.96 1.99 -1.33
36 C 4.19 -1.20 -1.77
37 C 5.16 -2.25 -2.38
38 H 4.21 -0.31 -2.42
39 H 3.16 -1.59 -1.79
40 H 4.97 -2.47 -3.44
41 H 6.19 -1.89 -2.31
42 H 5.12 -3.21 -1.86
43 C 4.07 -1.92 1.07
44 C 5.00 -2.17 2.28
45 H 3.99 -2.89 0.57
46 H 3.07 -1.62 1.37
47 H 4.62 -2.83 3.07
48 H 5.95 -2.61 1.96
49 H 5.24 -1.25 2.81
50 C -0.67 -4.06 0.76
51 C -1.86 -4.97 0.52
52 H -0.66 -3.77 1.82
53 H 0.24 -4.65 0.63
54 H -2.78 -4.55 0.95
55 H -2.02 -5.17 -0.54
56 H -1.65 -5.93 1.01
57 C 0.65 -3.29 -1.55
58 C 0.24 -3.09 -3.01
59 H 0.53 -4.36 -1.31
60 H 1.71 -3.06 -1.36
61 H -0.70 -3.63 -3.20
62 H 0.10 -2.03 -3.27
63 H 1.04 -3.52 -3.62
64 C -2.02 -2.29 -0.93
65 C -3.01 -1.70 0.07
66 H -2.23 -3.32 -1.26
67 H -1.86 -1.64 -1.80
68 H -3.95 -1.61 -0.49
69 H -3.18 -2.37 0.94
70 H -2.72 -0.69 0.40
71 C -2.01 -0.34 4.23
72 N -0.95 0.56 4.69
73 C -1.25 1.28 5.92
74 C -0.20 1.26 3.75
75 N -0.43 1.32 2.47
76 N 0.92 1.91 4.23
77 C 1.70 1.29 5.31
78 C 1.72 2.55 3.18
79 H -2.60 -0.65 5.11
80 H -1.63 -1.25 3.72
81 H -2.71 0.18 3.53
82 H -0.75 0.83 6.80
83 H -0.91 2.33 5.83
84 H -2.34 1.28 6.09
85 H -1.10 0.63 2.10
86 H 2.60 0.80 4.91
87 H 2.07 2.02 6.04
88 H 1.05 0.57 5.79
89 H 2.39 1.81 2.71
90 H 1.07 2.99 2.41
91 H 2.35 3.34 3.60

In elementary charge units, the Löwdin charges are: atom 1 (N): 0.070, atom 2 (C): -0.120, atom 3 (C): -0.005, atom 4 (C): -0.224, atom 5 (C): -0.015, atom 6 (C): -0.114, atom 7 (C): -0.005, atom 8 (Sn): 1.500, atom 9 (P): 0.963, atom 10 (C): -0.056, atom 11 (C): -0.195, atom 12 (C): -0.027, atom 13 (C): -0.294, atom 14 (C): -0.594, atom 15 (C): -0.251, atom 16 (C): -0.003, atom 17 (Br): 0.637, atom 18 (H): 0.128, atom 19 (H): 0.116, atom 20 (H): 0.114, atom 21 (H): 0.097, atom 22 (H): 0.116, atom 23 (H): 0.120, atom 24 (H): 0.136, atom 25 (H): 0.139, atom 26 (H): 0.070, atom 27 (H): 0.057, atom 28 (P): 0.765, atom 29 (C): -0.554, atom 30 (C): -0.127, atom 31 (H): 0.047, atom 32 (H): -0.050, atom 33 (H): 0.085, atom 34 (H): 0.080, atom 35 (H): 0.074, atom 36 (C): -0.444, atom 37 (C): -0.151, atom 38 (H): 0.084, atom 39 (H): 0.031, atom 40 (H): 0.076, atom 41 (H): 0.071, atom 42 (H): 0.066, atom 43 (C): -0.452, atom 44 (C): -0.150, atom 45 (H): 0.087, atom 46 (H): -0.051, atom 47 (H): 0.077, atom 48 (H): 0.076, atom 49 (H): 0.060, atom 50 (C): -0.385, atom 51 (C): -0.115, atom 52 (H): 0.064, atom 53 (H): 0.089, atom 54 (H): 0.079, atom 55 (H): 0.077, atom 56 (H): 0.098, atom 57 (C): -0.316, atom 58 (C): -0.102, atom 59 (H): 0.096, atom 60 (H): 0.080, atom 61 (H): 0.090, atom 62 (H): 0.055, atom 63 (H): 0.099, atom 64 (C): -0.357, atom 65 (C): -0.080, atom 66 (H): 0.100, atom 67 (H): 0.083, atom 68 (H): 0.105, atom 69 (H): 0.081, atom 70 (H): 0.048, atom 71 (C): -0.057, atom 72 (N): -0.163, atom 73 (C): -0.049, atom 74 (C): -0.435, atom 75 (N): 0.025, atom 76 (N): -0.144, atom 77 (C): -0.028, atom 78 (C): -0.112, atom 79 (H): 0.098, atom 80 (H): 0.073, atom 81 (H): 0.099, atom 82 (H): 0.099, atom 83 (H): 0.106, atom 84 (H): 0.098, atom 85 (H): -0.021, atom 86 (H): 0.095, atom 87 (H): 0.107, atom 88 (H): 0.069, atom 89 (H): 0.046, atom 90 (H): 0.038, atom 91 (H): 0.107

# 3
Entry from the OMol25 dataset: a structure of composition C30H53CeNP2 (the ωB97M-V functional and the def2-TZVPD basis).

Results
**Multiplicity**: 2
**Frontier orbital gap (alpha / beta)**: 3.26 / 3.33 eV
**Net charge**: +1
**LUMO energy (alpha / beta)**: -3.88 / -3.80 eV

Cartesian coordinates (Å):
1 Ce -0.21 0.09 -0.71
2 C -2.08 1.66 -0.04
3 C -2.57 0.76 -1.05
4 C -2.16 -0.47 0.88
5 C -1.87 0.90 1.16
6 C -2.62 -0.56 -0.48
7 C -1.91 3.13 -0.16
8 H -1.52 3.42 -1.15
9 H -1.21 3.52 0.58
10 H -2.87 3.64 -0.02
11 C -1.57 1.47 2.50
12 H -1.60 2.57 2.49
13 H -0.57 1.18 2.84
14 H -2.29 1.12 3.25
15 C -2.09 -1.62 1.84
16 H -3.05 -1.75 2.37
17 H -1.30 -1.47 2.58
18 H -1.89 -2.56 1.31
19 C -3.20 -1.76 -1.13
20 H -4.30 -1.76 -1.05
21 H -2.84 -2.68 -0.65
22 H -2.93 -1.81 -2.19
23 C -3.05 1.16 -2.40
24 H -4.03 1.65 -2.34
25 H -3.14 0.29 -3.06
26 H -2.37 1.85 -2.89
27 C 1.58 0.48 -3.15
28 C 0.53 1.33 -3.31
29 C -0.12 1.56 -4.65
30 C -1.00 0.43 -5.24
31 C -1.09 -0.86 -4.48
32 C -0.04 -1.69 -4.34
33 C 1.29 -1.40 -4.95
34 C 2.17 -0.30 -4.30
35 H 0.64 1.83 -5.40
36 H -0.64 0.23 -6.27
37 H -0.77 2.45 -4.55
38 H 2.48 0.40 -5.10
39 H 2.20 0.45 -2.24
40 H 0.26 2.10 -2.56
41 H 3.08 -0.78 -3.93
42 H 1.88 -2.34 -4.93
43 H -0.14 -2.69 -3.91
44 H 1.17 -1.14 -6.02
45 H -2.03 0.81 -5.35
46 H -2.11 -1.16 -4.20
47 P 1.82 2.01 0.57
48 C 1.59 2.74 2.23
49 H 2.46 3.36 2.49
50 H 1.50 1.92 2.96
51 H 0.68 3.34 2.29
52 C 3.61 1.65 0.76
53 H 4.14 2.58 1.00
54 H 4.01 1.22 -0.16
55 H 3.76 0.93 1.57
56 C 2.01 3.54 -0.45
57 H 2.41 3.27 -1.44
58 H 2.71 4.23 0.05
59 H 1.04 4.03 -0.60
60 P 0.93 -2.68 -0.09
61 C -0.11 -3.90 -1.02
62 H 0.55 -4.71 -1.39
63 H -0.59 -3.40 -1.88
64 H -0.89 -4.32 -0.37
65 C 2.48 -2.96 -1.06
66 H 2.25 -2.97 -2.15
67 H 2.95 -3.91 -0.77
68 H 3.18 -2.13 -0.88
69 C 1.27 -3.69 1.41
70 H 1.31 -4.76 1.15
71 H 0.49 -3.50 2.16
72 H 2.23 -3.39 1.86
73 C -0.43 -0.67 5.16
74 C 1.00 -0.88 4.86
75 C 2.04 -1.07 5.83
76 C 3.20 -1.27 5.09
77 C 2.83 -1.20 3.71
78 C 3.71 -1.40 2.56
79 N 1.49 -0.95 3.60
80 H -0.97 -0.44 4.22
81 H -0.55 0.15 5.87
82 H -0.87 -1.57 5.61
83 H 1.91 -1.04 6.89
84 H 4.21 -1.45 5.43
85 H 4.55 -0.70 2.61
86 H 4.14 -2.42 2.57
87 H 3.13 -1.25 1.63

In elementary charge units, the Löwdin charges are: atom 1 (Ce): 1.057, atom 2 (C): -0.331, atom 3 (C): -0.342, atom 4 (C): -0.296, atom 5 (C): -0.277, atom 6 (C): -0.331, atom 7 (C): -0.014, atom 8 (H): 0.081, atom 9 (H): 0.071, atom 10 (H): 0.113, atom 11 (C): -0.010, atom 12 (H): 0.085, atom 13 (H): 0.060, atom 14 (H): 0.108, atom 15 (C): -0.010, atom 16 (H): 0.115, atom 17 (H): 0.065, atom 18 (H): 0.067, atom 19 (C): -0.003, atom 20 (H): 0.116, atom 21 (H): 0.075, atom 22 (H): 0.069, atom 23 (C): -0.003, atom 24 (H): 0.115, atom 25 (H): 0.068, atom 26 (H): 0.075, atom 27 (C): -0.145, atom 28 (C): -0.159, atom 29 (C): -0.155, atom 30 (C): -0.164, atom 31 (C): -0.109, atom 32 (C): -0.100, atom 33 (C): -0.164, atom 34 (C): -0.153, atom 35 (H): 0.128, atom 36 (H): 0.126, atom 37 (H): 0.113, atom 38 (H): 0.130, atom 39 (H): 0.093, atom 40 (H): 0.096, atom 41 (H): 0.114, atom 42 (H): 0.116, atom 43 (H): 0.099, atom 44 (H): 0.125, atom 45 (H): 0.114, atom 46 (H): 0.096, atom 47 (P): 0.781, atom 48 (C): -0.250, atom 49 (H): 0.065, atom 50 (H): 0.044, atom 51 (H): 0.040, atom 52 (C): -0.253, atom 53 (H): 0.062, atom 54 (H): 0.046, atom 55 (H): 0.021, atom 56 (C): -0.267, atom 57 (H): 0.043, atom 58 (H): 0.061, atom 59 (H): 0.034, atom 60 (P): 0.780, atom 61 (C): -0.268, atom 62 (H): 0.061, atom 63 (H): 0.012, atom 64 (H): 0.053, atom 65 (C): -0.267, atom 66 (H): 0.037, atom 67 (H): 0.066, atom 68 (H): 0.035, atom 69 (C): -0.238, atom 70 (H): 0.063, atom 71 (H): 0.048, atom 72 (H): 0.028, atom 73 (C): -0.085, atom 74 (C): -0.431, atom 75 (C): -0.093, atom 76 (C): -0.108, atom 77 (C): -0.455, atom 78 (C): -0.121, atom 79 (N): 0.048, atom 80 (H): 0.011, atom 81 (H): 0.075, atom 82 (H): 0.074, atom 83 (H): 0.075, atom 84 (H): 0.080, atom 85 (H): 0.067, atom 86 (H): 0.074, atom 87 (H): 0.032

Q: What is the formula in the first record?
A: C30H53BeCl2F8KN5O8P4S

Q: Which of these has the highest net charge?
A: C30H53BrN4P2Sn